*P*
# C5H13NO

A cluster of 2 separate species, C5H13NO in total (wB97M-V/def2-TZVPD, the Open Molecules 2025 dataset).

Computed properties:
HOMO in eV: -8.72
SMILES: CN1CCCC1.O
Total charge: 0
Gap between HOMO and LUMO in eV: 9.68

Last column: Mulliken charge in e.
Geometry (Å):
C1 0.82 1.92 -0.24  -1.2420
N1 0.63 0.48 -0.10  -0.0488
C2 -0.39 0.00 -1.08  -0.5285
C3 -1.65 -0.40 -0.29  -0.6255
C4 -1.09 -0.74 1.10  -0.3998
C5 0.12 0.17 1.25  -0.7784
H1 1.25 2.13 -1.22  0.3601
H2 1.57 2.25 0.47  0.3927
H3 -0.11 2.48 -0.14  0.4403
H4 -0.11 -0.80 -1.75  0.2761
H5 -0.59 0.87 -1.71  0.3400
H6 -2.14 -1.27 -0.73  0.3061
H7 -2.36 0.42 -0.29  0.3114
H8 -1.80 -0.63 1.91  0.3498
H9 -0.73 -1.76 1.06  0.2332
H10 -0.17 1.08 1.78  0.3548
H11 0.88 -0.29 1.89  0.2690
O1 1.90 -2.06 -1.01  -0.6532
H12 1.85 -2.65 -0.26  0.2932
H13 2.13 -1.19 -0.66  0.3497

*Q*
# C5H13NO

A cluster of 2 separate species, C5H13NO in total (wB97M-V/def2-TZVPD, the Open Molecules 2025 dataset).

Computed properties:
HOMO in eV: -9.87
SMILES: CC(N)=O.CCC
Total charge: 0
Gap between HOMO and LUMO in eV: 10.75

Last column: Mulliken charge in e.
Geometry (Å):
C1 -0.50 -0.27 2.28  -0.8545
C2 -0.64 1.20 1.95  0.6629
N1 -1.72 1.52 1.17  -0.4080
O1 0.08 2.05 2.41  -0.6164
H1 0.50 -0.43 2.68  0.2553
H2 -0.58 -0.97 1.45  0.2062
H3 -1.23 -0.57 3.02  0.3273
H4 -1.85 2.49 0.96  0.2219
H5 -2.18 0.78 0.67  0.2276
C3 -0.46 -0.97 -1.31  -1.0522
C4 1.04 -1.06 -1.57  -0.1695
C5 1.72 0.31 -1.63  -1.0765
H6 -0.92 -0.69 -2.25  0.4433
H7 -0.77 -0.12 -0.71  -0.0087
H8 -0.85 -1.93 -0.97  0.3461
H9 1.56 -1.74 -0.88  0.3133
H10 1.20 -1.59 -2.51  0.3042
H11 2.60 0.31 -2.26  0.3374
H12 0.96 1.06 -1.87  0.2885
H13 2.03 0.63 -0.63  0.2518

List of relative energies, unit kJ/mol: *P* 73.5; *Q* 0.0

*P*
# C3H11NOS2

A cluster of 2 separate species, C3H11NOS2 in total (wB97M-V/def2-TZVPD, the Open Molecules 2025 dataset).

Computed properties:
HOMO in eV: -8.34
SMILES: CNCCSS.O
Total charge: 0
Gap between HOMO and LUMO in eV: 8.57

Last column: Mulliken charge in e.
Geometry (Å):
C1 2.52 0.77 -0.76  -0.6544
N1 1.30 1.33 -0.17  -0.3745
C2 0.01 0.57 -0.21  -0.5952
C3 -0.22 -0.64 0.72  -0.6266
S1 1.13 -1.97 0.84  -0.1407
S2 0.72 -2.76 -1.18  -0.2137
H1 2.40 0.59 -1.87  0.2142
H2 3.41 1.39 -0.80  0.3071
H3 2.75 -0.03 -0.05  0.2315
H4 1.12 2.36 -0.41  0.2272
H5 -0.14 0.44 -1.28  0.3128
H6 -0.63 1.26 0.21  0.4134
H7 -0.33 -0.30 1.68  0.3916
H8 -1.22 -1.18 0.52  0.3431
H9 1.79 -2.14 -1.73  0.1620
O1 -4.58 0.24 1.44  -0.6125
H10 -4.80 -0.59 1.10  0.3094
H11 -5.25 0.66 1.94  0.3055

*Q*
# C3H11NOS2

A cluster of 2 separate species, C3H11NOS2 in total (wB97M-V/def2-TZVPD, the Open Molecules 2025 dataset).

Computed properties:
HOMO in eV: -8.62
SMILES: CNCCSS.O
Total charge: 0
Gap between HOMO and LUMO in eV: 9.06

Last column: Mulliken charge in e.
Geometry (Å):
C1 0.73 -0.08 2.76  -0.9376
N1 0.12 0.65 1.66  -0.2847
C2 0.50 0.11 0.33  -0.4924
C3 -0.65 -0.73 -0.19  -0.6591
S1 -2.20 0.22 -0.28  0.0037
S2 -2.35 0.62 -2.32  -0.2860
H1 0.58 -1.16 2.67  0.3097
H2 0.27 0.21 3.71  0.3080
H3 1.81 0.10 2.87  0.3333
H4 0.50 1.59 1.68  0.2178
H5 0.82 0.89 -0.35  0.4286
H6 1.34 -0.60 0.46  0.2096
H7 -0.80 -1.54 0.52  0.2852
H8 -0.47 -1.14 -1.18  0.4020
H9 -2.22 -0.66 -2.70  0.1857
O1 1.00 0.59 -3.01  -0.6192
H10 0.08 0.80 -2.77  0.2774
H11 0.96 0.12 -3.86  0.3183

List of relative energies, unit kJ/mol: *P* 123.3; *Q* 0.0